one) Computed, not measured: one molecule with the formula C19H19N3O5S, with wB97M-V/def2-TZVPD.

XYZ file:
```
47
Properties=species:S:1:pos:R:3
O 5.07 -1.51 1.30
C 1.64 2.45 0.48
S 4.55 -1.10 0.03
H -4.36 -0.54 -2.33
C 2.79 -1.34 -0.04
H 3.06 3.79 -1.79
C -5.25 0.03 1.36
C -5.95 -0.28 -0.92
H -6.71 -0.36 -1.67
O 5.20 -1.55 -1.16
H 1.94 2.57 -2.38
H -3.16 0.04 1.73
O 2.97 1.08 1.48
H -8.58 0.76 -0.74
C 2.12 -0.99 -1.20
H 0.75 4.31 -0.05
C 0.72 -1.55 1.13
H 2.70 -0.79 -2.09
C -3.60 -0.31 -0.35
H 0.17 -1.76 2.03
C 0.75 -0.90 -1.20
H -9.51 0.09 0.62
N -1.34 -0.98 0.07
H -8.66 -1.01 -0.49
H 5.00 0.89 -0.99
H 0.21 -0.61 -2.09
O -7.53 0.04 0.90
C 2.10 -1.64 1.12
O -1.87 -0.07 -1.96
C -4.62 -0.39 -1.29
H -0.16 2.88 -0.55
H 3.67 2.22 -2.32
H -0.15 3.36 1.16
H -5.52 0.22 2.39
N 4.62 0.62 -0.09
H -1.74 -1.24 0.96
C 0.04 -1.14 -0.02
C 2.69 2.19 -0.43
H 2.66 -1.89 2.01
C 2.85 2.72 -1.81
N 1.81 1.80 1.60
C 3.49 1.32 0.26
C -3.93 -0.08 0.98
C -6.28 -0.08 0.42
C -8.62 -0.03 0.01
C -2.20 -0.42 -0.84
C 0.45 3.31 0.25
```

Output
charge = 0
M = 401.44 g mol⁻¹
SMILES string = COc1ccc(C(=O)Nc2ccc(S(=O)(=O)Nc3onc(C)c3C)cc2)cc1
HOMO-LUMO gap = 8.958 eV


two) Computed, not measured: one molecule with the formula C19H19N3O5S, with wB97M-V/def2-TZVPD.

XYZ file:
```
47
Properties=species:S:1:pos:R:3
C 3.61 -0.38 -2.79
H -4.39 4.23 5.73
H 4.21 -1.20 -2.35
C 2.68 -0.01 -5.28
C -1.31 -1.64 0.47
H -5.63 3.11 5.28
H -2.34 2.01 5.20
C 0.65 -0.59 1.41
C 0.68 -0.24 4.87
H -1.80 1.89 2.95
C -2.03 -1.23 1.55
H 1.76 -0.37 5.14
N -1.93 -2.31 -0.50
S 2.89 0.07 -7.04
N 1.97 -1.21 -1.30
H 0.04 -1.10 4.91
C -1.26 -2.66 -1.64
O 0.68 0.32 3.53
H -4.06 1.36 4.98
H -3.45 1.27 2.46
C 0.67 -1.50 -0.93
O -3.85 3.07 4.09
C 3.80 -0.39 -4.31
C 2.23 -0.55 -2.43
N 0.01 -2.20 -1.83
O -2.27 0.02 3.61
H 0.35 0.63 5.45
H -1.74 -3.18 -2.51
H -3.06 -1.55 1.55
H -5.44 4.49 4.35
H 1.75 -0.41 1.59
H 3.95 0.54 -2.30
C -0.04 -0.32 2.56
C -2.67 1.32 3.23
O 4.86 -0.48 -4.75
C 1.17 0.03 -3.36
O 0.25 0.69 -2.96
C 1.40 0.10 -4.84
C 0.07 -1.21 0.34
H 4.90 -1.28 -7.09
C 3.94 -1.33 -7.56
C -1.47 -0.43 2.59
C -3.26 1.86 4.53
H 4.15 -1.22 -8.64
H 3.56 -2.32 -7.33
H 0.65 0.54 -5.54
C -4.87 3.74 4.90
```

Output
charge = 0
M = 401.44 g mol⁻¹
SMILES string = COCCOc1cc2ncnc(/N=C3/CC(=O)C(SC)=CC3=O)c2cc1OC
HOMO-LUMO gap = 7.534 eV


It comes down to one), which is 3.942 eV more stable than the next structure.


one) Computed, not measured: C4H5N3S as an isolated structure, with wB97M-V/def2-TZVPD.

XYZ file:
```
13
Properties=species:S:1:pos:R:3
C -0.55 1.83 -0.09
C -1.54 -1.60 0.17
N 0.54 1.24 0.42
H -2.77 -1.50 0.09
H 1.70 -1.81 -0.80
H 1.68 1.73 0.89
N -1.46 0.86 -0.55
C 1.59 -0.70 -0.21
S 3.04 -0.01 -0.15
C -0.98 -0.35 -0.25
H -1.06 -2.51 0.76
N 0.41 -0.07 -0.02
H -0.60 2.89 -0.25
```

Output
charge = 0
M = 127.17 g mol⁻¹
HOMO-LUMO gap = 7.508 eV


two) Computed, not measured: one molecule with the formula C4H5N3S, with wB97M-V/def2-TZVPD.

XYZ file:
```
13
Properties=species:S:1:pos:R:3
N -0.74 0.73 -1.23
N -0.68 2.65 -0.07
H 0.43 -2.34 0.03
S 1.94 -1.28 2.06
H -1.15 1.34 -1.83
H -0.61 2.96 1.09
C 0.31 -1.20 -0.22
C -0.48 -0.71 -1.26
H 1.37 -2.65 1.57
H -0.66 -1.26 -2.25
N 0.13 0.75 1.21
C 0.54 -0.46 0.99
C -0.38 1.47 -0.09
```

Output
charge = 0
M = 127.17 g mol⁻¹
SMILES string = [H]/N=c1\nc(S)cc[nH]1
HOMO-LUMO gap = 8.680 eV


three) Computed, not measured: one molecule with the formula C4H5N3S, with wB97M-V/def2-TZVPD.

XYZ file:
```
13
Properties=species:S:1:pos:R:3
C 0.54 1.72 0.51
N -0.60 1.19 0.64
H -0.41 -0.87 0.58
C 1.44 -1.53 0.11
H 2.10 -0.68 -1.79
C -0.98 -0.01 0.39
N 1.36 -2.59 0.59
H -2.75 -0.94 -0.16
C 1.52 -0.55 -0.86
H -2.79 0.58 -0.30
N -2.15 -0.19 -0.31
S 1.88 1.09 -0.34
H 0.84 2.77 0.94
```

Output
charge = 0
M = 127.17 g mol⁻¹
HOMO-LUMO gap (spin up / spin down) = 7.221 / 7.223 eV


It comes down to three), which is 0.263 eV more stable than the next structure.


one) Computed, not measured: one molecule with the formula C4H5N3S, with wB97M-V/def2-TZVPD.

XYZ file:
```
13
Properties=species:S:1:pos:R:3
S 0.51 -2.66 -0.34
H -0.75 -0.71 -2.14
H -1.50 3.66 -0.06
N 0.22 1.07 1.24
H -0.95 1.76 -1.89
C -0.34 -0.31 -1.22
N 0.57 -0.16 1.00
H -0.59 3.45 1.61
H 0.62 -3.23 0.95
C -0.32 1.76 0.24
C -0.59 1.11 -1.14
C 0.37 -0.87 -0.08
N -0.75 3.02 0.65
```

Output
charge = 0
M = 127.17 g mol⁻¹
SMILES string = Nc1ccc(S)nn1
HOMO-LUMO gap = 8.665 eV


two) Computed, not measured: a 2-piece molecular cluster, C4H5N3S overall, with wB97M-V/def2-TZVPD.

XYZ file:
```
13
Properties=species:S:1:pos:R:3
C -0.14 0.89 0.00
C -1.63 0.91 -0.16
S 2.27 -0.44 -0.02
H -2.23 -2.19 0.11
N 0.48 2.08 0.06
H -2.19 1.90 -0.39
N -0.43 -1.48 0.05
H 0.98 2.44 1.06
C 0.37 -0.35 0.10
N -2.38 -0.17 0.08
H -0.18 3.14 -0.69
H 2.05 -1.90 -0.75
C -1.70 -1.34 0.01
```

Output
charge = 0
M = 127.17 g mol⁻¹
HOMO-LUMO gap = 8.350 eV


It comes down to one), which is 1.586 eV more stable than the next structure.